1.
DFT (the ωB97M-V functional and the def2-TZVPD basis) results for C46H101N5O3 as an isolated structure.

Properties
largest force on an atom = 0.23042 hartree/bohr
orbital gap = 5.45 eV
ΔE to the lowest compared entry with this formula, charge and spin = 94.7 kcal/mol
highest occupied orbital energy = -0.4139 Eh
multiplicity = 1
E = -62894.1163 eV
LUMO = -0.214 hartree
net charge = +4

CARTESIAN COORDINATES (ANGSTROEM)
C -6.95 -1.67 3.62
C -6.12 -1.99 4.81
C -4.98 -2.94 4.51
N -3.99 -3.29 5.66
C -4.73 -4.13 6.75
C -3.84 -4.31 8.10
C -3.37 -2.95 8.74
C -2.59 -2.24 7.59
C -3.55 -1.98 6.37
C -2.75 -4.06 5.19
H -7.97 -2.05 3.58
H -6.51 -1.83 2.63
H -7.01 -0.59 3.72
H -6.78 -2.59 5.43
H -5.85 -1.06 5.31
H -4.37 -2.59 3.68
H -5.38 -3.92 4.23
H -5.72 -3.71 6.93
H -4.82 -5.09 6.25
H -4.47 -4.72 8.90
H -3.09 -5.09 8.00
H -4.29 -2.42 9.01
H -2.65 -3.10 9.55
H -2.21 -1.30 7.98
H -1.73 -2.86 7.33
H -4.41 -1.45 6.77
H -3.16 -1.33 5.59
H -2.26 -3.36 4.51
H -3.06 -5.00 4.73
H -2.13 -4.41 6.01
C 4.42 10.88 -10.60
C 3.37 10.13 -9.83
C 3.71 8.81 -9.03
N 2.43 8.11 -8.44
C 2.86 6.76 -7.83
C 1.71 6.18 -7.00
C 1.35 7.21 -5.86
C 0.81 8.39 -6.45
C 1.90 9.04 -7.34
C 1.32 7.75 -9.52
H 3.97 11.63 -11.24
H 5.05 10.28 -11.26
H 5.10 11.39 -9.92
H 2.67 9.85 -10.61
H 2.83 10.81 -9.16
H 4.39 8.92 -8.18
H 4.06 8.01 -9.67
H 3.75 6.96 -7.23
H 3.23 6.03 -8.55
H 2.00 5.19 -6.65
H 0.76 6.00 -7.51
H 2.28 7.51 -5.38
H 0.78 6.85 -5.01
H 0.57 9.09 -5.64
H -0.19 8.34 -6.88
H 2.76 9.39 -6.76
H 1.52 9.92 -7.85
H 0.97 8.69 -9.95
H 0.41 7.32 -9.10
H 1.72 7.20 -10.38
C -1.93 4.86 1.89
C -1.13 4.75 3.20
C 0.38 5.29 3.01
N 1.13 5.34 4.39
C 0.96 3.99 5.16
C 1.98 3.80 6.29
C 3.36 3.88 5.71
C 3.60 5.25 5.15
C 2.64 5.60 3.93
C 0.64 6.43 5.22
H -2.89 4.39 2.09
H -1.42 4.31 1.09
H -2.14 5.84 1.47
H -1.13 3.67 3.33
H -1.61 5.26 4.04
H 0.40 6.30 2.59
H 0.94 4.65 2.33
H 1.30 3.37 4.32
H -0.06 3.86 5.52
H 1.87 2.86 6.83
H 1.85 4.54 7.08
H 3.48 3.22 4.85
H 4.18 3.76 6.42
H 4.60 5.34 4.71
H 3.51 5.92 6.00
H 2.96 5.12 3.01
H 2.64 6.67 3.73
H 1.15 6.64 6.16
H -0.37 6.17 5.55
H 0.65 7.34 4.61
C 2.97 -7.45 2.31
C 3.87 -7.71 3.60
C 4.69 -6.50 4.24
N 5.32 -6.78 5.65
C 6.62 -7.65 5.45
C 7.13 -8.44 6.72
C 6.07 -9.16 7.53
C 4.97 -8.10 7.90
C 4.35 -7.62 6.66
C 5.77 -5.55 6.42
H 1.95 -7.18 2.56
H 3.02 -8.30 1.62
H 3.15 -6.55 1.72
H 4.57 -8.49 3.30
H 3.16 -8.22 4.25
H 4.03 -5.65 4.41
H 5.54 -6.18 3.63
H 6.19 -8.41 4.80
H 7.38 -6.99 5.04
H 8.04 -9.04 6.65
H 7.64 -7.67 7.30
H 5.74 -10.04 6.97
H 6.32 -9.50 8.54
H 4.13 -8.62 8.36
H 5.08 -7.31 8.64
H 3.89 -8.48 6.17
H 3.53 -6.93 6.88
H 6.49 -5.04 5.78
H 6.19 -5.87 7.37
H 4.93 -4.91 6.69
C -4.46 -2.89 -11.09
C -5.28 -2.96 -9.85
C -4.65 -2.35 -8.63
N -5.27 -2.77 -7.25
C -5.15 -4.31 -6.85
C -3.78 -4.66 -6.33
C -3.04 -3.59 -5.49
C -3.18 -2.15 -6.08
C -4.68 -1.82 -6.25
C -6.79 -2.60 -7.17
H -4.56 -1.89 -11.53
H -4.67 -3.63 -11.86
H -3.42 -2.95 -10.77
H -5.26 -4.05 -9.75
H -6.31 -2.64 -10.00
H -4.72 -1.27 -8.69
H -3.63 -2.72 -8.55
H -5.42 -4.98 -7.67
H -5.82 -4.59 -6.03
H -3.22 -4.78 -7.25
H -3.76 -5.65 -5.88
H -1.98 -3.82 -5.38
H -3.43 -3.70 -4.48
H -2.49 -2.13 -6.92
H -2.86 -1.44 -5.33
H -4.96 -0.85 -6.65
H -5.20 -1.93 -5.30
H -7.23 -3.11 -8.03
H -7.04 -1.54 -7.29
H -7.24 -2.93 -6.24
O 2.54 1.11 -0.97
C 2.49 0.23 -0.09
O 3.59 -0.04 0.31
O 1.42 -0.19 0.37
H 3.37 0.91 -0.54

2.
DFT (the ωB97M-V functional and the def2-TZVPD basis) results for a 2-piece molecular cluster, C6H7BrF3N5O7PS overall.

Properties
largest force on an atom = 0.06849 hartree/bohr
orbital gap = 8.31 eV
ΔE to the lowest compared entry with this formula, charge and spin = 33.6 kcal/mol
highest occupied orbital energy = -0.4814 Eh
multiplicity = 1
E = -126425.8492 eV
LUMO = -0.176 hartree
net charge = +1

CARTESIAN COORDINATES (ANGSTROEM)
O -1.22 -3.09 -4.33
C -0.32 -3.06 -3.61
F 0.03 -4.15 -2.89
N 0.51 -1.89 -3.34
C 0.44 -0.90 -4.41
O -0.36 -0.06 -4.53
F 1.45 -0.96 -5.32
N 0.10 -1.38 -2.13
N -1.16 -1.11 -1.68
C -0.96 -0.66 -0.40
N -1.92 -0.31 0.43
F -3.19 -0.41 -0.04
N 0.40 -0.65 -0.04
C 1.04 -1.12 -1.15
P 2.92 -1.36 -1.18
O 3.28 -2.12 -2.62
Br 3.90 0.68 -1.34
H -2.04 -1.23 -2.19
H -1.73 -0.01 1.39
H 4.24 -2.07 -2.81
C -0.42 3.49 3.82
C 0.38 2.41 3.12
O 0.15 1.23 3.89
S -1.34 1.27 4.51
O -2.20 0.51 3.66
O -1.26 1.05 5.90
O -1.63 2.84 4.24
H 0.09 3.86 4.71
H -0.65 4.32 3.16
H 1.45 2.64 3.08
H 0.01 2.23 2.11

3.
DFT (the ωB97M-V functional and the def2-TZVPD basis) results for C33H47Br2N4O2SiTl as an isolated structure.

Properties
largest force on an atom = 0.01994 hartree/bohr
orbital gap = 7.70 eV
ΔE to the lowest compared entry with this formula, charge and spin = 0.0 kcal/mol
highest occupied orbital energy = -0.5119 Eh
multiplicity = 1
E = -197684.8141 eV
LUMO = -0.229 hartree
net charge = +2

CARTESIAN COORDINATES (ANGSTROEM)
Tl -0.08 0.05 -0.17
C 2.55 0.64 3.53
C 1.47 0.62 2.64
N 1.47 -0.14 1.56
C 2.54 -0.93 1.29
C 3.65 -0.97 2.12
C 3.64 -0.15 3.27
C 4.77 -1.80 1.79
C 4.77 -2.54 0.66
C 3.63 -2.53 -0.22
C 3.58 -3.28 -1.41
C 2.46 -3.23 -2.20
C 1.39 -2.44 -1.79
N 1.42 -1.73 -0.68
C 2.52 -1.75 0.10
H 2.51 1.28 4.40
H 0.60 1.24 2.80
H 4.49 -0.16 3.94
H 5.62 -1.82 2.45
H 5.61 -3.17 0.41
H 4.44 -3.88 -1.70
H 2.40 -3.79 -3.12
H 0.48 -2.39 -2.38
N -1.66 -0.10 -1.95
C -1.14 0.18 -3.31
C -0.28 1.45 -3.35
C 1.14 1.24 -2.86
O 2.08 1.41 -3.59
O 1.28 0.86 -1.61
H -2.12 -1.01 -1.93
H -2.37 0.59 -1.71
H -1.98 0.29 -4.00
H -0.55 -0.68 -3.64
H -0.76 2.23 -2.75
H -0.22 1.80 -4.38
C -4.55 1.56 3.34
C -3.71 0.42 2.83
C -3.81 -0.86 3.35
C -3.03 -1.89 2.84
C -2.14 -1.58 1.83
Br -1.08 -2.93 1.06
N -2.00 -0.35 1.33
C -2.78 0.63 1.82
H -5.47 1.20 3.79
H -4.80 2.26 2.54
H -4.00 2.12 4.10
H -4.51 -1.07 4.15
H -3.10 -2.90 3.21
H -2.65 1.61 1.39
C -2.19 4.57 -1.96
C -2.39 5.41 -0.69
C -2.57 6.89 -1.08
C -3.68 4.90 -0.03
Si -0.91 5.35 0.48
Br -0.46 2.67 0.49
C -1.25 5.51 2.34
C -1.90 6.91 2.51
C -2.20 4.45 2.91
C 0.04 5.45 3.17
C 0.77 5.91 -0.17
C 0.90 7.40 0.22
C 0.89 5.78 -1.69
C 1.95 5.13 0.44
H -3.09 4.65 -2.57
H -2.05 3.51 -1.71
H -1.34 4.89 -2.56
H -3.44 6.97 -1.74
H -1.71 7.29 -1.62
H -2.76 7.53 -0.21
H -4.48 4.94 -0.77
H -3.99 5.51 0.82
H -3.58 3.86 0.31
H -2.88 6.96 2.03
H -1.28 7.72 2.12
H -2.05 7.09 3.58
H -3.17 4.43 2.43
H -2.36 4.67 3.97
H -1.76 3.45 2.84
H 0.74 6.25 2.93
H 0.55 4.49 3.04
H -0.22 5.54 4.22
H 0.10 8.01 -0.21
H 1.85 7.78 -0.18
H 0.91 7.56 1.30
H 0.15 6.37 -2.23
H 0.82 4.74 -2.02
H 1.87 6.14 -1.99
H 2.01 5.21 1.52
H 2.88 5.54 0.02
H 1.91 4.07 0.17

4.
DFT (the ωB97M-V functional and the def2-TZVPD basis) results for a 4-piece molecular cluster, C4H18NO3 overall.

Properties
largest force on an atom = 0.05815 hartree/bohr
orbital gap = 10.51 eV
ΔE to the lowest compared entry with this formula, charge and spin = 28.3 kcal/mol
highest occupied orbital energy = -0.4995 Eh
multiplicity = 1
E = -12066.1376 eV
LUMO = -0.113 hartree
net charge = +1

CARTESIAN COORDINATES (ANGSTROEM)
C -0.39 -0.40 -0.49
C -0.34 0.04 0.96
C 1.15 0.40 1.19
C 1.43 0.88 2.58
N -1.75 -0.95 -0.95
H -0.09 0.47 -1.07
H 0.27 -1.28 -0.61
H -0.93 0.91 1.23
H -0.63 -0.82 1.59
H 1.72 -0.50 1.00
H 1.57 1.17 0.50
H 1.44 1.98 2.68
H 2.45 0.70 2.99
H 0.87 0.37 3.38
H -1.56 -1.26 -1.91
H -2.46 -0.22 -0.93
H -2.01 -1.61 -0.23
H -3.51 -3.33 -1.74
H -3.51 -3.63 -0.18
O -3.26 -3.01 -0.86
H 5.18 2.25 1.35
H 5.60 2.62 -0.08
O 4.92 2.15 0.44
H -2.61 1.29 -3.06
H -1.66 0.98 -4.33
O -1.90 0.78 -3.43

5.
DFT (the ωB97M-V functional and the def2-TZVPD basis) results for one molecule with the formula C5H10N2O2.

Properties
largest force on an atom = 0.02460 hartree/bohr
orbital gap = 9.24 eV
ΔE to the lowest compared entry with this formula, charge and spin = 94.5 kcal/mol
highest occupied orbital energy = -0.3180 Eh
multiplicity = 1
E = -12419.3730 eV
LUMO = 0.022 hartree

CARTESIAN COORDINATES (ANGSTROEM)
C -1.49 0.47 0.47
C -0.75 1.15 -0.66
C -1.00 0.68 1.80
C 0.78 -0.83 -0.08
C 0.64 0.55 -0.78
N 1.37 -1.82 -0.90
O -0.82 -1.27 0.02
N 1.57 1.21 -1.33
O 1.17 -0.74 1.16
H -1.08 -1.55 -0.88
H -2.52 0.19 0.31
H 1.85 -2.51 -0.33
H 1.94 -1.47 -1.66
H 2.45 0.69 -1.35
H -1.27 0.98 -1.61
H -0.67 2.22 -0.50
H -0.56 1.66 1.95
H 0.05 0.01 1.76
H -1.66 0.36 2.60

6.
DFT (the ωB97M-V functional and the def2-TZVPD basis) results for one molecule with the formula C3H4N2O2.

Properties
SMILES = COc1nnco1
largest force on an atom = 0.00810 hartree/bohr
orbital gap = 10.66 eV
ΔE to the lowest compared entry with this formula, charge and spin = 60.8 kcal/mol
highest occupied orbital energy = -0.3592 Eh
multiplicity = 1
E = -10249.6270 eV
LUMO = 0.032 hartree

CARTESIAN COORDINATES (ANGSTROEM)
C 0.89 -0.73 1.65
O 0.39 -1.19 0.37
C -0.10 -0.19 -0.34
N -0.21 1.05 -0.01
N -0.84 1.66 -1.08
C -1.04 0.75 -1.96
O -0.58 -0.48 -1.56
H 1.87 -0.26 1.50
H 0.20 0.02 2.04
H 0.96 -1.60 2.30
H -1.52 0.87 -2.92

7.
DFT (the ωB97M-V functional and the def2-TZVPD basis) results for one molecule with the formula C6H7FS.

Properties
SMILES = C/C=C(C=S)\C=C/F
largest force on an atom = 0.15010 hartree/bohr
orbital gap = 8.28 eV
ΔE to the lowest compared entry with this formula, charge and spin = 81.7 kcal/mol
highest occupied orbital energy = -0.3228 Eh
multiplicity = 1
E = -19884.2953 eV
LUMO = -0.018 hartree

CARTESIAN COORDINATES (ANGSTROEM)
C 1.78 -0.98 -0.61
C 0.60 -0.19 -1.10
C -0.47 0.20 -0.54
C -1.43 1.25 -0.96
S -1.20 1.98 -2.29
C -0.41 -0.24 1.01
C -1.08 0.22 2.02
F -2.21 1.21 1.94
H 2.70 -0.26 -0.58
H 2.21 -1.85 -1.21
H 1.81 -1.58 0.38
H 0.87 0.15 -2.20
H -2.29 1.43 -0.35
H 0.13 -1.12 1.39
H -1.01 -0.22 3.09

8.
DFT (the ωB97M-V functional and the def2-TZVPD basis) results for one molecule with the formula C22H15IN6O2.

Properties
SMILES = O=C(Nc1cccc(I)c1)Nc1nc2ccccc2n2c(=O)n(-c3ccccc3)nc12
largest force on an atom = 0.07691 hartree/bohr
orbital gap = 8.03 eV
highest occupied orbital energy = -0.3125 Eh
multiplicity = 1
E = -44192.5244 eV
LUMO = -0.017 hartree

CARTESIAN COORDINATES (ANGSTROEM)
O -0.46 -0.41 -2.90
C 0.00 -0.76 -1.83
N 0.60 -2.01 -1.68
C 0.05 -3.20 -2.17
C -1.22 -3.22 -2.69
C -1.75 -4.37 -3.17
C -1.06 -5.55 -3.29
C 0.29 -5.54 -2.79
I 1.45 -7.46 -3.11
C 0.79 -4.36 -2.24
N 0.34 0.35 -1.00
C 0.86 0.33 0.23
N 0.96 -0.73 0.93
C 1.18 -0.68 2.27
C 1.10 -1.85 2.97
C 1.10 -1.88 4.32
C 1.32 -0.74 5.03
C 1.44 0.51 4.42
C 1.37 0.49 2.98
N 1.46 1.64 2.21
C 1.35 2.94 2.62
O 1.68 3.32 3.72
N 1.30 3.71 1.41
C 0.91 5.06 1.37
C 0.12 5.76 2.36
C -0.13 7.07 2.15
C 0.34 7.76 1.02
C 1.18 7.16 0.08
C 1.46 5.79 0.27
N 1.00 2.80 0.39
C 1.05 1.59 0.88
H 1.10 -2.14 -0.80
H -1.84 -2.39 -2.70
H -2.84 -4.46 -3.60
H -1.54 -6.39 -3.79
H 1.77 -4.22 -1.90
H 0.67 1.14 -1.46
H 0.87 -2.72 2.38
H 0.99 -2.78 4.88
H 1.34 -0.76 6.14
H 1.60 1.34 5.01
H -0.45 5.17 3.16
H -0.87 7.58 2.78
H 0.04 8.77 0.77
H 1.46 7.69 -0.81
H 1.97 5.03 -0.46

9.
DFT (the ωB97M-V functional and the def2-TZVPD basis) results for C3H6N2O2 as an isolated structure.

Properties
largest force on an atom = 0.13844 hartree/bohr
orbital gap = 9.08 eV
ΔE to the lowest compared entry with this formula, charge and spin = 173.4 kcal/mol
highest occupied orbital energy = -0.3326 Eh
multiplicity = 1
E = -10277.2761 eV
LUMO = 0.001 hartree

CARTESIAN COORDINATES (ANGSTROEM)
C -2.69 -0.03 0.11
C -0.44 0.24 -0.03
C 0.89 -0.61 -0.19
H -3.01 0.36 1.19
H -2.79 1.06 -0.59
H -3.38 -0.82 -0.23
H 1.20 -1.68 -0.52
H 3.58 1.17 0.68
H 3.61 -0.72 -0.83
N 1.77 0.34 0.07
N 3.13 -0.03 0.29
O -1.39 -0.64 0.22
O -0.46 1.38 -0.15